(1)
89
Properties=species:S:1:pos:R:3 method="wB97M-V/def2-TZVPD" e_homo_ev="-6.7 / -6.7" lumo_energy_ev="0.077 / 0.078" charge=0 e_tot_ev=-123784.228 de_lowest_kj_mol=43.6 gap_ha="0.2505 / 0.2497"
Ni -0.992 0.151 -0.006
C -2.687 -1.531 -3.587
Si -1.637 0.021 -3.399
C -0.613 0.180 -4.957
C -2.812 1.484 -3.354
N -0.717 -0.082 -1.970
P 0.872 -0.236 -1.644
C 0.952 -0.369 -0.003
P 0.840 -0.311 1.637
N -0.770 -0.286 1.943
Si -1.625 0.255 3.328
C -3.414 -0.318 3.210
C -0.967 -0.532 4.898
C -1.635 2.120 3.512
C 1.595 1.202 2.332
C 2.036 1.306 3.649
C 2.473 2.525 4.153
C 2.470 3.652 3.344
C 2.046 3.555 2.024
C 1.620 2.335 1.519
C 1.660 -1.680 2.507
C 0.911 -2.816 2.810
C 1.516 -3.927 3.379
C 2.879 -3.913 3.646
C 3.633 -2.789 3.340
C 3.026 -1.678 2.771
C 1.787 1.228 -2.229
C 3.179 1.227 -2.298
C 3.870 2.392 -2.592
C 3.178 3.577 -2.808
C 1.792 3.592 -2.728
C 1.100 2.422 -2.441
C 1.613 -1.644 -2.530
C 1.524 -2.890 -1.906
C 2.001 -4.029 -2.538
C 2.584 -3.930 -3.796
C 2.691 -2.694 -4.415
C 2.207 -1.554 -3.784
H -3.096 -1.619 -4.598
H -3.534 -1.533 -2.892
H -2.078 -2.420 -3.398
H -1.270 0.405 -5.803
H -0.085 -0.748 -5.186
H 0.123 0.984 -4.881
H -3.369 1.544 -4.293
H -2.271 2.427 -3.231
H -3.546 1.411 -2.548
H -3.485 -1.405 3.096
H -3.959 0.158 2.392
H -3.937 -0.055 4.136
H -0.982 -1.623 4.822
H -1.594 -0.247 5.748
H 0.056 -0.229 5.126
H -1.609 2.603 2.531
H -0.757 2.469 4.062
H -2.526 2.469 4.043
H 2.052 0.432 4.289
H 2.818 2.591 5.177
H 2.807 4.603 3.738
H 2.050 4.429 1.384
H 1.300 2.248 0.487
H -0.152 -2.813 2.600
H 0.925 -4.803 3.618
H 3.353 -4.777 4.094
H 4.696 -2.776 3.545
H 3.621 -0.803 2.531
H 3.727 0.309 -2.114
H 4.952 2.378 -2.647
H 3.719 4.487 -3.036
H 1.248 4.515 -2.885
H 0.021 2.434 -2.354
H 1.095 -2.943 -0.911
H 1.929 -4.991 -2.046
H 2.965 -4.816 -4.288
H 3.156 -2.612 -5.389
H 2.297 -0.591 -4.274
N -2.726 -1.736 -0.070
N -3.947 -1.105 -0.179
C -4.040 0.238 -0.144
N -5.270 0.748 -0.234
N -2.897 0.912 -0.018
N -2.904 2.294 -0.074
O -1.809 2.801 -0.126
O -3.948 2.946 -0.082
H -2.530 -2.342 -0.852
H -2.551 -2.127 0.843
H -4.804 -1.634 -0.105
H -6.055 0.147 -0.410
H -5.363 1.753 -0.211


(2)
10
Properties=species:S:1:pos:R:3 method="wB97M-V/def2-TZVPD" e_homo_ev=-15.3 lumo_energy_ev=-8.044 charge=+1 e_tot_ev=-6725.150 de_lowest_kj_mol=307.8 gap_ha=0.2683
C -0.734 -0.389 -0.109
C 3.515 -1.132 0.111
C -1.810 -1.096 0.097
C 1.755 0.711 0.043
C 0.408 0.467 -0.008
N 2.632 -0.411 -0.108
H -1.940 -2.065 -0.227
H -2.820 -0.765 0.636
H 2.182 1.456 -0.699
H 1.888 1.292 0.991


(3)
104
Properties=species:S:1:pos:R:3 method="wB97M-V/def2-TZVPD" e_homo_ev=-3.9 lumo_energy_ev=2.086 charge=-1 e_tot_ev=-57261.972 gap_ha=0.2211
C 4.789 -0.988 1.497
C 3.744 -0.721 0.440
O 3.893 0.067 -0.451
O 2.598 -1.452 0.578
C 2.420 -2.450 -0.466
C 1.499 -1.940 -1.551
C 0.071 -1.690 -1.065
C -0.983 -1.757 -2.179
C -1.886 -2.992 -2.136
C -3.212 -2.761 -2.867
C -4.228 -2.053 -1.961
C -5.019 -3.000 -1.032
B -4.795 -2.655 0.555
C -5.515 -1.269 1.031
C -7.031 -1.185 0.747
C -7.324 -0.430 -0.551
C -7.152 1.083 -0.416
C -6.807 1.771 -1.728
N -5.379 1.616 -2.046
P -5.365 -4.180 1.612
N -6.905 -4.607 1.719
H 5.769 -0.986 1.026
H 4.777 -0.175 2.224
H 4.604 -1.926 2.013
H 3.397 -2.725 -0.871
H 1.998 -3.315 0.044
H 1.933 -1.022 -1.956
H 1.504 -2.677 -2.363
H -0.173 -2.428 -0.293
H 0.024 -0.721 -0.567
H -1.613 -0.865 -2.148
H -0.483 -1.736 -3.155
H -2.107 -3.236 -1.092
H -1.359 -3.857 -2.553
H -3.620 -3.722 -3.191
H -3.032 -2.180 -3.780
H -3.674 -1.341 -1.332
H -4.895 -1.441 -2.579
H -6.080 -2.956 -1.300
H -4.717 -4.037 -1.234
H -3.580 -2.593 0.793
H -5.314 -1.066 2.090
H -5.013 -0.446 0.494
H -7.561 -0.681 1.565
H -7.451 -2.193 0.698
H -8.333 -0.649 -0.916
H -6.633 -0.790 -1.322
H -6.345 1.288 0.297
H -8.060 1.524 0.005
H -7.040 2.839 -1.671
H -7.440 1.347 -2.520
H -5.005 0.809 -1.554
H -5.247 1.421 -3.031
H -4.765 -4.006 2.900
H -4.518 -5.245 1.189
H -7.059 -5.596 1.567
C 0.460 0.575 2.899
O 0.805 -0.493 3.756
C 2.195 -0.744 3.872
C 2.667 -0.531 5.292
N 2.590 0.873 5.656
C 2.854 1.168 7.056
C 1.923 0.569 8.106
O 0.611 1.094 8.083
C -0.289 0.452 7.198
H -0.623 0.562 2.794
H 0.768 1.549 3.299
H 0.911 0.449 1.909
H 2.748 -0.099 3.185
H 2.372 -1.785 3.585
H 3.710 -0.859 5.371
H 2.070 -1.188 5.940
H 1.682 1.234 5.396
H 2.835 2.254 7.179
H 3.874 0.839 7.288
H 2.331 0.819 9.089
H 1.886 -0.526 8.036
H -0.091 -0.622 7.138
H -0.251 0.862 6.185
H -1.294 0.602 7.591
C 7.259 3.752 -6.335
O 5.924 4.190 -6.229
C 4.945 3.189 -6.482
C 4.178 2.835 -5.228
N 5.032 2.174 -4.260
C 4.409 1.884 -2.972
C 3.902 3.052 -2.139
O 4.928 3.899 -1.642
C 5.324 4.942 -2.503
H 7.893 4.634 -6.259
H 7.536 3.048 -5.542
H 7.445 3.265 -7.299
H 5.425 2.294 -6.892
H 4.251 3.582 -7.230
H 3.367 2.153 -5.505
H 3.708 3.755 -4.849
H 5.864 2.731 -4.114
H 5.128 1.334 -2.364
H 3.568 1.205 -3.140
H 3.405 2.630 -1.265
H 3.165 3.657 -2.683
H 4.476 5.333 -3.076
H 6.099 4.638 -3.215
H 5.726 5.744 -1.883


(4)
12
Properties=species:S:1:pos:R:3 method="wB97M-V/def2-TZVPD" e_homo_ev=-8.4 lumo_energy_ev=0.877 charge=0 e_tot_ev=-7224.019 de_lowest_kj_mol=151.7 smiles="C=C1CN=CN1" gap_ha=0.3407
C 1.153 -1.412 -0.443
C 0.375 -0.361 -0.112
C -0.524 -0.185 1.107
N -1.441 0.970 0.801
C -0.898 1.507 -0.228
N 0.237 0.885 -0.743
H 1.142 -2.381 0.109
H 1.796 -1.377 -1.366
H 0.201 0.143 1.982
H -1.031 -1.160 1.460
H -1.351 2.410 -0.699
H 0.341 0.960 -1.868


(5)
15
Properties=species:S:1:pos:R:3 method="wB97M-V/def2-TZVPD" e_homo_ev=-7.3 lumo_energy_ev=0.690 charge=0 e_tot_ev=-8292.091 de_lowest_kj_mol=280.3 smiles="CN1C=C=C(N)C1" gap_ha=0.2926
C 2.234 0.157 0.149
N 0.839 -0.181 0.022
C 0.290 -1.413 -0.144
C -1.107 -1.518 -0.195
C -1.429 -0.171 -0.090
N -2.689 0.356 -0.119
C -0.253 0.739 0.204
H 2.832 -0.620 -0.336
H 2.444 1.107 -0.355
H 2.548 0.243 1.197
H 1.009 -2.229 -0.258
H -3.390 -0.339 -0.342
H -2.823 1.248 -0.576
H -0.352 1.026 1.261
H -0.141 1.652 -0.393